DFT (wB97M-V/def2-TZVPD) results for a molecular structure, C43H33IrNO5P2 at a distorted geometry.

XYZ file:
```
85
Properties=species:S:1:pos:R:3:forces:R:3
Ir -0.13711 0.03119 -0.42155 -1.0 -0.3 0.6
O -4.09073 1.34812 -0.88134 0.1 -0.2 0.1
C -2.82642 1.05407 -0.78776 -0.1 0.4 -0.2
O -2.38321 -0.03349 -0.42215 0.4 -0.4 0.1
C -1.90671 2.14838 -1.22092 -0.4 -0.2 -0.2
C -2.25966 3.39628 -1.70913 0.1 -0.1 -0.1
C -1.24604 4.26015 -2.10293 0.1 0.0 -0.1
C 0.08238 3.84287 -2.05388 -0.2 0.0 -0.1
C 0.35725 2.57115 -1.58488 0.1 0.1 0.0
N -0.62900 1.77524 -1.13984 0.0 0.3 0.1
C 1.63930 1.84451 -1.51062 0.2 0.2 0.0
O 2.75817 2.27484 -1.99718 0.0 0.1 0.1
O 1.63789 0.71461 -0.99194 0.9 0.0 -0.5
H -4.64675 0.59114 -0.62060 -0.1 0.0 0.0
H -3.30200 3.67776 -1.77212 0.0 0.0 0.0
H -1.48713 5.24909 -2.46879 0.0 0.0 0.0
H 0.86786 4.50752 -2.39218 0.0 0.0 0.0
H 2.70215 3.14824 -2.41486 0.1 0.0 0.0
O -0.65534 -1.78168 1.18682 0.0 -0.1 0.0
C -0.44405 -1.49640 2.53800 0.0 -0.1 -0.2
C -0.30472 -2.44849 3.53468 0.0 0.2 0.0
C -0.16243 -2.01283 4.84540 0.0 -0.1 0.0
C -0.14947 -0.66266 5.16751 0.0 0.1 0.0
C -0.20997 0.27358 4.15555 0.1 -0.2 -0.1
C -0.33921 -0.14314 2.82266 0.1 0.1 0.4
P -0.09436 1.12487 1.58846 -0.1 0.4 0.2
C -1.39138 2.35858 1.81426 0.0 -0.1 0.1
C -2.59619 1.95949 2.40066 -0.1 -0.1 0.0
C -3.63142 2.86858 2.56522 0.0 0.0 0.0
C -3.47432 4.18293 2.14681 0.0 0.0 0.0
C -2.28478 4.58563 1.55120 0.1 0.0 0.0
C -1.25162 3.67911 1.37725 0.0 0.0 0.0
C 1.50844 1.87103 1.92538 0.0 0.2 0.1
C 2.68247 1.17786 1.60973 0.0 -0.1 0.1
C 3.91302 1.67681 1.99892 0.0 0.0 0.0
C 3.98984 2.86173 2.72115 0.0 0.0 0.0
C 2.83163 3.53924 3.07061 0.0 0.0 0.0
C 1.59451 3.04683 2.68302 0.0 0.0 -0.1
C -0.89287 -3.08072 0.70804 0.1 0.1 0.0
C -1.71846 -3.97934 1.35837 0.0 0.0 -0.2
C -1.85539 -5.25240 0.81786 -0.1 0.0 0.1
C -1.19398 -5.62175 -0.34550 0.0 0.0 0.0
C -0.43167 -4.68931 -1.02485 0.0 0.1 0.1
C -0.29067 -3.39822 -0.50788 -0.1 -0.2 0.1
P 0.46472 -2.08438 -1.43503 -0.3 0.5 -0.2
C -0.51763 -1.75423 -2.91106 0.0 -0.3 -0.4
C -1.74974 -2.37664 -3.11482 0.1 0.0 0.0
C -2.50248 -2.06697 -4.23926 0.0 0.1 0.0
C -2.03812 -1.13467 -5.15607 0.0 0.0 0.0
C -0.82360 -0.49027 -4.94604 0.0 0.0 0.0
C -0.06746 -0.79124 -3.82532 0.0 0.0 0.0
C 2.18609 -2.37171 -1.77018 0.1 -0.2 0.0
C 3.00911 -2.53591 -0.65044 0.1 0.0 0.0
C 4.35322 -2.81574 -0.81849 0.0 0.0 -0.1
C 4.87806 -2.93305 -2.10204 0.0 0.0 0.0
C 4.06163 -2.77807 -3.21231 0.0 0.0 0.0
C 2.71150 -2.49683 -3.05409 0.0 -0.1 0.0
H -0.29407 -3.50294 3.31888 0.0 -0.1 0.0
H -0.06066 -2.75156 5.62936 0.0 0.0 0.0
H -0.05793 -0.34624 6.19687 0.0 0.0 0.0
H -0.12506 1.32754 4.39226 0.0 0.0 0.0
H -2.72193 0.94156 2.75016 0.0 0.0 0.0
H -4.55229 2.55808 3.04037 0.0 0.0 0.0
H -4.27311 4.89727 2.29602 0.0 0.0 0.0
H -2.15723 5.61471 1.24044 0.0 0.0 0.0
H -0.32549 4.01380 0.92512 0.0 0.0 0.0
H 2.65143 0.23600 1.07940 0.0 -0.1 0.0
H 4.81537 1.13377 1.75218 0.0 0.0 0.0
H 4.95319 3.24384 3.03165 0.0 0.0 0.0
H 2.88951 4.44545 3.65815 0.0 0.0 0.0
H 0.70453 3.57262 2.99687 0.0 0.0 0.0
H -2.25332 -3.70369 2.25362 0.0 0.0 0.1
H -2.49478 -5.96434 1.32290 0.0 0.0 0.0
H -1.29559 -6.62626 -0.73158 0.0 0.0 0.0
H 0.04279 -4.95019 -1.96332 0.0 0.0 0.0
H -2.11711 -3.10828 -2.40606 0.0 0.0 0.0
H -3.44738 -2.56610 -4.40640 0.0 0.0 0.0
H -2.61980 -0.91628 -6.04166 0.0 0.0 0.0
H -0.46244 0.22927 -5.66876 0.0 0.0 0.0
H 0.88908 -0.29982 -3.67891 0.0 0.0 0.0
H 2.59894 -2.47010 0.35336 0.0 0.0 0.0
H 4.99000 -2.95804 0.04398 0.0 0.0 0.0
H 5.92713 -3.16187 -2.23323 0.0 0.0 0.0
H 4.47374 -2.89079 -4.20580 0.0 0.0 0.0
H 2.07932 -2.40877 -3.92741 0.0 0.0 0.0
```
Positions in Å, forces in eV/Å.

Values from the calculation:
**Charge**: +3
**DFT total energy**: -78247.429 eV
**HOMO-LUMO gap (alpha / beta)**: 0.222 / 0.222 Eh
**Strongest force on any atom**: 1.247 eV/Å
**E_HOMO (alpha / beta)**: -0.580 / -0.580 Eh


DFT (wB97M-V/def2-TZVPD) results for a molecular structure, C43H35N2O6P2Pm at a distorted geometry.

XYZ file:
```
89
Properties=species:S:1:pos:R:3:forces:R:3
C 1.54318 -1.59497 -2.72350 0.2 0.0 0.1
C 2.17405 -1.20166 -1.53353 -0.6 -0.5 0.6
C 3.01665 -2.09909 -0.86260 -0.2 0.2 -0.2
C 3.31795 -3.33325 -1.43409 0.0 -0.1 -0.3
C 2.79730 -3.66670 -2.69142 0.1 0.3 -0.1
C 1.90277 -2.79319 -3.32894 0.3 -0.2 0.1
P 1.68019 0.36524 -0.70832 1.5 0.2 -0.9
C 3.23246 0.87607 0.13728 -0.4 0.0 0.6
C 3.29526 0.79510 1.53987 0.4 -0.1 -0.5
C 4.50926 0.98693 2.19600 0.2 0.0 0.0
C 5.66528 1.30705 1.47169 -0.3 -0.2 -0.1
C 5.58615 1.44387 0.08152 -0.2 0.0 0.2
C 4.36978 1.24890 -0.57954 0.3 -0.2 0.1
Pm -0.64007 0.08092 1.10240 1.1 1.0 0.2
P -1.25690 -2.05384 -0.52855 -1.0 -0.4 -0.2
C -0.45048 -3.57298 0.01491 -0.7 -0.7 0.5
C -0.68282 -4.76716 -0.69038 0.7 0.2 0.1
C 0.27414 -5.78526 -0.58754 -0.4 -0.1 0.6
C 1.15366 -5.78565 0.50223 -0.3 0.2 -0.1
C 1.18011 -4.70112 1.39184 0.0 -0.2 0.4
C 0.41576 -3.56898 1.13597 0.0 -0.1 -1.0
C -2.53280 -1.68695 0.77239 -0.4 0.0 0.1
C -3.19491 -0.42237 0.67473 -0.3 -0.6 0.6
C -3.78593 0.13365 1.83074 -0.3 0.1 -0.9
C -3.79576 -0.56603 3.03303 -0.1 -0.3 0.3
C -3.21968 -1.83624 3.10520 -0.2 0.1 -0.1
C -2.57332 -2.38801 1.99646 0.0 0.2 -0.5
C -2.22596 -2.11753 -2.06023 -0.3 0.3 -0.1
C -2.10012 -1.05434 -2.98377 0.0 -0.6 0.5
C -2.86500 -1.06931 -4.14782 -0.1 -0.1 -0.1
C -3.76015 -2.11886 -4.39574 0.4 0.0 0.2
C -3.89036 -3.15800 -3.46517 0.2 0.1 0.2
C -3.14141 -3.15613 -2.28524 -0.2 0.4 -0.3
C 1.59556 1.48784 -2.14470 -0.6 0.4 0.1
C 2.30298 1.26284 -3.32935 -0.1 0.1 -0.2
C 2.15442 2.12612 -4.41780 -0.2 0.2 0.3
C 1.30815 3.23770 -4.32120 0.1 -0.2 0.4
C 0.61214 3.47286 -3.12422 0.2 0.2 -0.3
C 0.76007 2.61233 -2.04172 0.0 -0.3 -0.2
H -3.31225 0.05192 -0.30995 0.2 0.0 0.4
H -4.31392 1.09012 1.74615 0.2 -0.4 0.1
H -4.32339 -0.16982 3.90547 0.3 0.0 -0.3
H -3.31162 -2.41955 4.01806 0.1 0.1 -0.1
H -2.15643 -3.39941 2.02931 0.0 0.4 0.2
H -1.55217 -4.83574 -1.35791 0.9 -0.1 0.2
H 0.28852 -6.58834 -1.32176 -0.2 -0.1 0.4
H 1.75187 -6.67387 0.71032 0.0 0.4 -0.2
H 1.78870 -4.75341 2.30087 -0.2 0.0 -0.4
H 0.48614 -2.70183 1.80997 0.1 -0.2 -0.3
H -1.39423 -0.24451 -2.77231 -0.2 -0.2 -0.2
H -2.74778 -0.26681 -4.87628 -0.1 -0.2 0.2
H -4.33103 -2.14113 -5.32837 0.2 0.0 0.4
H -4.56757 -3.98370 -3.65719 0.0 0.1 0.0
H -3.26325 -3.94480 -1.54157 -0.1 0.2 -0.3
H 2.94895 0.39200 -3.41914 -0.1 0.2 0.0
H 2.70199 1.92560 -5.33493 -0.1 0.1 0.2
H 1.21735 3.93252 -5.15900 -0.1 -0.3 0.3
H -0.03172 4.34627 -3.03563 0.1 -0.2 0.0
H 0.22019 2.79578 -1.11162 0.1 0.1 -0.2
H 2.40412 0.54907 2.12121 0.1 0.0 0.0
H 4.56513 0.85576 3.27329 0.0 0.1 -0.1
H 6.62202 1.43188 1.99081 -0.4 0.0 -0.2
H 6.48073 1.68487 -0.48784 -0.2 0.0 0.1
H 4.31818 1.35964 -1.65969 0.1 0.0 0.2
H 3.43238 -1.81350 0.10432 0.1 -0.1 -0.2
H 3.98380 -4.02514 -0.91314 -0.2 0.2 -0.2
H 3.11826 -4.58298 -3.20041 -0.2 0.3 0.3
H 1.47834 -3.02952 -4.30717 0.2 -0.1 0.4
H 0.79557 -0.95784 -3.20452 0.4 -0.1 0.1
H -0.21263 -3.91239 -2.52865 -0.3 0.3 -1.0
H -0.77058 -3.62454 -2.94420 0.7 -0.3 -0.2
O -0.99113 1.29791 2.94450 -0.3 1.0 0.1
C -1.10470 2.39534 2.26787 0.5 0.1 0.1
O -0.94019 2.35046 0.98787 -0.3 -0.1 1.0
C -1.34509 3.67120 2.99772 0.0 0.0 0.9
C -0.83049 4.89238 2.57316 -0.2 -0.1 -0.1
C -1.01260 6.02158 3.37163 0.2 -0.6 -0.3
C -1.69954 6.03780 4.58391 -0.1 -0.3 -0.7
C -2.21047 4.81145 5.00046 0.7 -0.9 -1.7
C -1.98742 3.62024 4.24077 -0.6 0.8 1.0
N -3.02895 4.79123 6.19337 -1.9 0.4 3.4
O -3.24207 5.88478 6.76962 0.7 -2.2 -1.7
O -3.49278 3.71593 6.62825 1.2 1.7 -1.5
N -0.39414 7.21582 2.80589 1.7 3.1 -1.5
O 0.20994 7.05960 1.71407 -1.2 0.3 2.2
O -0.45623 8.32478 3.37890 -0.3 -3.0 -0.7
H -0.27957 4.98868 1.63779 -0.2 0.0 0.3
H -1.88703 6.95763 5.12540 0.1 -0.1 0.0
H -2.35281 2.67684 4.63942 0.0 0.2 0.0
```
Positions in Å, forces in eV/Å.

Values from the calculation:
**Charge**: +2
**DFT total energy**: -95536.724 eV
**HOMO-LUMO gap (alpha / beta)**: 0.260 / 0.265 Eh
**Strongest force on any atom**: 3.914 eV/Å
**E_HOMO (alpha / beta)**: -0.510 / -0.510 Eh
**Multiplicity**: 5


Q: Among the records above, which one has the lowest DFT total energy?
A: C43H35N2O6P2Pm


Q: What is the charge in the first record?
A: +3